Computed, not measured: an isolated molecule of C3H4N2O, with ωB97M-V with the def2-TZVPD basis set.

XYZ file:
```
10
Properties=species:S:1:pos:R:3:forces:R:3
N 2.00490 0.29229 -0.41600 0.0 -0.2 0.2
C 1.50260 -0.60273 0.31794 0.2 0.1 -0.1
O 0.18565 -0.88467 0.34513 0.0 0.0 0.1
C -0.61913 -0.10542 -0.47960 -0.2 0.2 -0.1
C -1.82104 0.22093 -0.06690 -0.3 0.1 0.0
N -2.98840 0.44994 0.24817 0.6 -0.1 -0.1
H 3.01272 0.32995 -0.29081 -0.1 0.0 0.0
H 2.01798 -1.27046 1.01398 0.0 0.1 -0.1
H -0.20328 0.23499 -1.41954 -0.1 -0.1 0.1
H -3.09199 1.33519 0.74764 -0.1 0.0 0.0
```
Positions in Å, forces in eV/Å.

Values from the calculation:
ΔE to the lowest compared entry with this formula, charge and spin	60.9	kcal/mol
structure (SMILES)	[H]/N=C/OC=C=N
total charge	0

---

Computed, not measured: a 8-piece molecular cluster, C16H48O16 overall, with ωB97M-V with the def2-TZVPD basis set.

XYZ file:
```
80
Properties=species:S:1:pos:R:3:forces:R:3
C -7.65024 -2.38609 4.74470 -0.8 0.9 -0.5
C -6.92066 -1.30516 3.84178 -1.1 -1.7 1.7
O -6.21712 -1.94559 2.81531 0.3 0.1 -0.6
O -6.86739 -2.98307 5.74059 1.0 -0.2 0.2
H -8.13210 -3.14607 4.12959 0.3 0.0 -0.5
H -8.50615 -1.94090 5.25197 0.0 0.6 0.1
H -6.25113 -0.70992 4.46268 -0.1 0.2 0.1
H -7.71801 -0.68024 3.43952 0.2 0.1 -0.3
H -5.39675 -2.26302 3.19980 0.1 -0.1 -0.1
H -6.91352 -3.93973 5.67520 0.0 0.1 -0.1
C -8.61697 -1.54242 0.39782 0.7 0.2 -0.8
C -7.74397 -2.64962 -0.25467 -0.5 0.5 0.2
O -8.32767 -3.17807 -1.46953 0.8 0.7 0.5
O -9.81969 -2.01796 0.89228 -1.2 -1.2 1.0
H -8.94827 -0.79744 -0.32562 0.9 0.1 -0.8
H -8.11238 -0.97159 1.17733 0.7 -0.3 0.0
H -7.41063 -3.47276 0.37733 -0.8 -0.1 0.7
H -6.76281 -2.19694 -0.39790 -0.1 0.3 -1.0
H -8.99211 -3.83413 -1.24659 -0.1 0.1 0.2
H -10.24731 -1.24545 1.26907 -0.4 -0.2 0.1
C -2.93855 -3.86265 0.09608 -0.5 -0.6 1.1
C -4.39883 -4.11804 0.43783 -0.2 -0.5 0.2
O -4.58557 -5.50819 0.75602 0.4 0.7 -0.5
O -2.73027 -2.50471 -0.07177 -0.6 0.9 -0.4
H -2.59548 -4.43870 -0.76332 -0.2 -0.2 -0.2
H -2.33881 -4.15752 0.95716 0.0 -0.5 0.1
H -5.05082 -3.80592 -0.37802 0.1 -0.2 -0.4
H -4.76777 -3.56715 1.30298 0.5 0.5 0.1
H -5.49259 -5.69624 0.50395 -0.5 -0.6 0.0
H -1.79607 -2.37001 0.10352 0.6 0.7 -0.2
C -4.19629 0.63391 0.06142 -0.2 0.4 1.0
C -5.41104 1.26372 -0.69778 1.0 -1.6 0.6
O -6.34619 1.68297 0.27810 0.1 0.2 0.0
O -3.20578 0.15103 -0.77245 0.7 -0.1 -1.5
H -4.43392 -0.24215 0.66485 -1.3 0.2 0.3
H -3.69697 1.26738 0.79457 -0.4 0.9 -0.1
H -5.77069 0.42508 -1.29397 -0.5 -0.2 -0.1
H -5.12022 1.99344 -1.45346 0.2 0.5 0.5
H -7.06790 2.17285 -0.12285 0.1 0.0 -0.2
H -3.28052 -0.80119 -0.67605 0.5 -0.4 -0.4
C -0.42945 -7.86946 1.86416 -0.3 -0.4 0.0
C -1.56537 -6.83701 1.65491 -0.5 -1.4 0.5
O -2.85540 -7.37246 1.98387 1.0 -0.5 -0.3
O -0.64788 -9.10717 1.09944 -0.3 1.6 0.4
H -0.26096 -8.11431 2.91286 -0.5 -0.1 0.2
H 0.47685 -7.32871 1.59157 0.3 -0.2 -0.5
H -1.47775 -6.51494 0.61727 -0.3 0.1 -0.2
H -1.48235 -5.98687 2.33201 1.0 0.2 -0.1
H -3.49300 -6.73446 1.65521 -0.4 0.2 -0.2
H 0.16083 -9.61436 0.99772 0.2 0.3 0.2
C -0.35468 -4.07632 -4.60162 0.8 -0.5 -0.6
C -0.66833 -4.90418 -5.88354 1.3 0.3 -0.3
O -2.01796 -4.90207 -6.21237 -1.2 0.2 -0.1
O -0.54811 -4.92891 -3.49050 -0.5 0.2 0.6
H -0.87189 -3.11936 -4.53225 -1.0 -0.3 -0.2
H 0.65963 -3.70535 -4.45443 0.5 -0.6 -0.7
H -0.33851 -5.94191 -5.83408 0.3 -0.1 1.0
H -0.12746 -4.62158 -6.78670 0.0 0.9 0.1
H -2.47906 -5.52560 -5.64652 -0.1 0.0 0.0
H -1.49428 -5.07099 -3.41196 -0.1 -0.1 0.2
C -7.29214 -7.87248 -0.02323 -2.3 -1.7 -0.4
C -7.55881 -8.64242 1.27860 1.5 1.0 -0.1
O -8.74523 -8.22582 1.94140 0.1 -0.1 -0.6
O -7.13729 -6.50366 0.10331 0.7 1.2 0.4
H -8.19204 -8.00619 -0.62357 -0.2 -0.3 -0.3
H -6.51096 -8.33591 -0.62579 0.4 0.2 0.5
H -6.70261 -8.36365 1.89286 0.2 -0.3 0.4
H -7.52589 -9.71378 1.08067 -0.2 -0.1 -0.1
H -8.76467 -8.72532 2.76099 -0.2 0.1 0.1
H -8.00830 -6.10965 0.19110 0.0 0.1 0.2
C 0.54846 -2.43147 -1.13808 0.3 1.0 -1.8
C 0.39528 -1.23376 -2.13584 -0.3 -0.5 1.9
O 1.27623 -0.22240 -1.68483 0.7 0.4 -0.9
O -0.06958 -2.07922 0.09564 -0.1 -0.2 0.0
H 1.62770 -2.50006 -1.00151 0.1 -0.3 0.1
H 0.18362 -3.34675 -1.60420 -0.3 -0.2 0.3
H -0.61920 -0.83512 -2.13940 -0.3 -0.2 0.1
H 0.61014 -1.53676 -3.16060 0.5 0.1 0.2
H 1.03756 0.09645 -0.81134 -0.4 -0.2 0.0
H 0.22240 -2.71730 0.75078 0.1 0.0 0.2
```
Positions in Å, forces in eV/Å.

Values from the calculation:
ΔE to the lowest compared entry with this formula, charge and spin	65.4	kcal/mol
structure (SMILES)	OCCO.OCCO.OCCO.OCCO.OCCO.OCCO.OCCO.OCCO
total charge	0

---

Computed, not measured: a 6-piece molecular cluster, C25H52F2N2O17P overall, with ωB97M-V with the def2-TZVPD basis set.

XYZ file:
```
99
Properties=species:S:1:pos:R:3:forces:R:3
C -2.16362 -1.98466 1.38377 -0.2 -0.1 0.0
C -0.81319 -2.41175 1.91788 -0.2 -0.7 -0.5
F -0.14861 -1.33432 2.46718 -0.1 0.2 0.2
C 0.03853 -3.15316 0.86819 0.1 0.3 0.5
C 1.09632 -2.39145 0.03082 0.0 -0.6 -1.1
N 1.17962 -3.09413 -1.32047 -0.1 0.2 0.6
C 0.80455 -0.90326 -0.27898 0.7 0.8 0.3
O 1.89578 -0.13655 0.18689 -0.4 0.0 -0.1
P 3.36552 -1.06596 0.17032 0.9 0.1 -0.2
C 4.93853 -2.21888 0.05924 0.2 0.1 -0.2
C 5.65122 -1.92699 -1.20383 0.1 0.2 0.1
N 6.48732 -0.96484 -1.30587 -0.1 -0.2 0.1
C 3.69776 -0.63885 2.00339 -0.2 -0.2 0.2
C 2.54914 -0.58401 3.00016 0.5 0.2 0.5
C 2.86928 0.35152 4.16371 0.2 -0.1 -0.4
F 2.06065 1.50251 4.05919 0.0 0.1 0.4
O 2.32913 -2.45366 0.62831 -0.2 -0.2 0.2
H -2.66987 -2.87084 0.99694 0.0 0.0 0.0
H -2.80802 -1.58271 2.16517 0.1 0.2 0.0
H -2.07865 -1.27925 0.56105 0.0 0.2 0.0
H -0.99915 -3.10689 2.73801 0.0 -0.1 0.2
H 0.57336 -3.96045 1.37057 0.2 0.0 0.0
H -0.66698 -3.62839 0.18776 -0.1 0.0 0.0
H 1.21065 -4.09572 -1.15227 0.1 -0.1 0.0
H 0.31165 -2.92377 -1.81901 -0.1 0.0 -0.1
H 0.70548 -0.77534 -1.36005 -0.2 0.0 -0.1
H -0.06860 -0.50586 0.22942 -0.3 -0.1 -0.1
H 4.18812 0.05985 -0.21591 -0.2 0.0 0.1
H 3.15131 -1.31245 -1.24214 -0.2 -0.3 0.2
H 4.62266 -3.26067 0.08875 -0.1 0.0 0.0
H 5.63524 -2.03226 0.87607 -0.1 0.1 0.1
H 5.41079 -2.54971 -2.07263 -0.1 0.0 -0.1
H 6.82528 -0.88521 -2.26107 0.0 0.0 -0.1
H 4.45306 -1.30281 2.43186 0.1 0.0 -0.2
H 4.14933 0.35575 1.96355 0.1 0.1 -0.1
H 1.65931 -0.18518 2.53720 -0.1 -0.1 -0.1
H 2.33324 -1.57615 3.39324 -0.2 -0.1 -0.1
H 2.71731 -0.07705 5.15521 -0.2 0.0 0.0
H 3.90145 0.70210 4.09666 0.0 0.0 0.1
C 1.24107 2.95860 1.52305 0.2 -0.1 -0.1
O 0.24865 2.99373 0.48121 -0.1 0.0 0.1
C 0.62895 3.45963 -0.69172 0.1 0.1 0.1
O 1.73296 3.79146 -1.03802 0.1 0.0 0.2
O -0.46093 3.55143 -1.46649 -0.2 -0.1 -0.2
C -0.19965 4.03749 -2.77991 -0.1 0.0 -0.2
H 0.74626 2.52173 2.37861 -0.1 0.0 0.0
H 2.08101 2.33066 1.23809 0.0 0.0 -0.1
H 1.57638 3.96937 1.75311 0.0 0.0 -0.1
H 0.48178 3.37762 -3.31338 0.1 0.0 0.0
H 0.21577 5.04346 -2.74670 0.1 0.0 0.0
H -1.15939 4.05893 -3.28957 0.0 0.0 0.0
C -0.94492 -4.08676 5.47241 0.2 0.2 0.0
O -1.24473 -5.40247 4.99281 0.1 0.0 0.0
C -2.39569 -5.89619 5.42604 0.1 0.0 -0.1
O -3.17159 -5.35224 6.16628 -0.1 0.1 0.1
O -2.55215 -7.11208 4.89994 0.0 -0.1 0.0
C -3.76396 -7.76062 5.28305 -0.1 -0.1 0.0
H 0.01199 -3.81347 5.03866 0.0 -0.1 -0.1
H -1.70425 -3.37879 5.14807 -0.1 0.0 0.1
H -0.86628 -4.08288 6.55757 -0.1 0.0 0.0
H -4.62795 -7.18474 4.95731 0.0 0.0 0.0
H -3.80216 -7.89908 6.36186 0.0 0.0 0.0
H -3.75371 -8.72584 4.78589 0.0 0.0 0.0
C 9.05595 2.04981 -3.94622 0.1 0.0 0.0
O 8.03616 2.67260 -3.17186 0.0 -0.1 0.0
C 6.84164 2.06280 -3.26990 -0.1 0.5 0.3
O 6.61803 1.10497 -3.95511 -0.1 -0.4 -0.3
O 5.98270 2.72959 -2.51814 0.0 -0.1 0.0
C 4.65927 2.16168 -2.43432 -0.2 0.0 0.0
H 9.95741 2.63304 -3.77760 0.0 0.0 0.0
H 9.21298 1.02222 -3.62316 0.0 0.0 0.0
H 8.79979 2.06143 -5.00451 0.0 0.0 0.0
H 4.67856 1.18437 -1.95475 0.1 0.0 0.0
H 4.22313 2.07175 -3.42713 0.1 0.0 -0.1
H 4.07605 2.86297 -1.84593 0.0 0.0 0.1
C -5.12420 1.67120 1.23060 0.1 0.1 0.0
O -6.29286 1.32398 0.47685 0.0 0.1 0.0
C -6.40097 0.02431 0.22058 0.0 0.1 0.0
O -5.63047 -0.82677 0.57064 0.1 -0.2 0.1
O -7.50855 -0.17254 -0.49474 -0.1 0.0 0.0
C -7.73490 -1.53883 -0.84567 -0.1 -0.1 -0.1
H -5.16657 2.74764 1.36279 0.0 0.0 0.0
H -5.13284 1.17676 2.19938 0.0 0.0 0.0
H -4.22176 1.39814 0.68828 0.0 0.0 0.0
H -7.84448 -2.15152 0.04686 0.1 0.0 0.0
H -6.91641 -1.91985 -1.45279 0.0 0.0 0.0
H -8.65726 -1.54904 -1.41833 0.0 0.0 0.0
C -4.44847 4.74035 -2.57588 0.1 -0.1 0.2
O -5.54154 4.87635 -3.49082 0.0 0.0 0.1
C -5.19431 5.33478 -4.68712 -0.1 0.0 0.0
O -4.08431 5.63245 -5.03784 0.2 0.0 -0.1
O -6.29202 5.41098 -5.44002 -0.1 0.0 -0.1
C -6.05554 5.88912 -6.76489 -0.1 0.0 -0.1
H -4.87223 4.35972 -1.65230 -0.1 0.0 0.0
H -3.71352 4.03505 -2.95637 0.0 0.0 0.0
H -3.97782 5.70396 -2.39342 0.0 0.0 -0.1
H -5.37673 5.22601 -7.29712 0.1 0.0 0.0
H -5.64163 6.89519 -6.74220 0.1 0.0 0.0
H -7.02463 5.89785 -7.25431 0.0 0.0 0.0
```
Positions in Å, forces in eV/Å.

Values from the calculation:
ΔE to the lowest compared entry with this formula, charge and spin	0.0	kcal/mol
total charge	-1

---

For reference, DFT total energy by record: -8201.245; -50124.427; -79279.913 eV.
For reference, lowest unoccupied orbital energy by record: 0.9; 0.3; 2.0 eV.
For reference, HOMO-LUMO gap by record: 9.730; 9.978; 6.246 eV.